Density functional theory data (ωB97M-V/def2-TZVPD) for a structure of composition C37H47IrN8P.

The geometry in XYZ format:
```
94
Properties=species:S:1:pos:R:3
Ir -1.789 0.384 0.169
C 0.949 1.923 4.776
C 0.110 0.892 5.186
C -0.855 0.396 4.328
C -0.951 0.925 3.048
C -0.107 1.940 2.616
C 0.834 2.450 3.497
N -1.963 0.464 2.146
N -3.068 0.179 2.696
C -4.058 -0.109 1.778
C -5.330 -0.470 2.212
C -6.310 -0.680 1.270
C -5.998 -0.509 -0.079
C -4.719 -0.156 -0.442
N -3.748 0.027 0.470
H 1.695 2.313 5.455
H 0.207 0.477 6.180
H -1.521 -0.399 4.632
H -0.193 2.323 1.609
H 1.485 3.253 3.179
H -5.508 -0.566 3.273
H -7.310 -0.961 1.570
H -6.747 -0.646 -0.846
H -4.432 -0.009 -1.473
C -1.414 -0.656 -4.027
C -1.639 0.561 -4.655
C -1.932 1.672 -3.891
C -2.002 1.556 -2.507
N -1.756 0.368 -1.908
C -1.468 -0.707 -2.650
C -2.355 2.628 -1.577
C -2.650 3.933 -1.970
C -3.001 4.877 -1.022
C -3.068 4.514 0.318
C -2.771 3.217 0.715
C -2.396 2.261 -0.225
H -1.188 -1.550 -4.589
H -1.589 0.640 -5.733
H -2.117 2.628 -4.358
H -1.264 -1.615 -2.104
H -2.608 4.218 -3.013
H -3.230 5.889 -1.325
H -3.354 5.247 1.061
H -2.830 2.965 1.767
N 0.049 -0.127 0.160
P 1.402 -0.754 -0.268
N 2.242 -1.345 1.033
C 3.326 -2.317 0.912
C 3.235 -3.379 2.003
C 3.199 -2.738 3.385
C 2.080 -1.705 3.458
C 2.212 -0.684 2.335
N 2.369 0.337 -1.059
C 1.765 1.162 -2.106
C 1.374 2.537 -1.573
C 2.575 3.217 -0.920
C 3.209 2.315 0.138
C 3.546 0.949 -0.454
N 1.286 -2.057 -1.309
C 2.231 -2.350 -2.386
C 1.495 -2.859 -3.624
C 0.372 -3.842 -3.244
C 0.569 -4.366 -1.826
C 0.528 -3.220 -0.818
H 4.297 -1.808 0.996
H 3.293 -2.777 -0.072
H 4.085 -4.058 1.910
H 2.327 -3.972 1.854
H 4.158 -2.245 3.580
H 3.072 -3.500 4.156
H 2.092 -1.184 4.417
H 1.108 -2.202 3.367
H 3.137 -0.105 2.481
H 1.377 0.009 2.342
H 0.902 0.637 -2.519
H 2.496 1.272 -2.918
H 0.575 2.404 -0.837
H 0.976 3.153 -2.384
H 2.279 4.171 -0.479
H 3.322 3.445 -1.689
H 2.509 2.166 0.969
H 4.111 2.776 0.546
H 3.948 0.283 0.307
H 4.314 1.060 -1.229
H 2.961 -3.103 -2.064
H 2.793 -1.447 -2.611
H 2.221 -3.344 -4.280
H 1.091 -2.009 -4.178
H 0.329 -4.670 -3.953
H -0.603 -3.350 -3.297
H 1.523 -4.894 -1.757
H -0.204 -5.090 -1.564
H 0.916 -3.560 0.149
H -0.509 -2.919 -0.638
```

Properties
E_tot: -63178.01867 eV
charge: +1
ΔE to the lowest compared entry with this formula, charge and spin: 6.0 kJ/mol
LUMO energy (alpha / beta): -3.8474 / -3.8478 eV